[1]
Below is a structure of composition C15H32Br3FKMgNaO6Si in a non-equilibrium geometry, with properties calculated with ωB97M-V/def2-TZVPD.

Summary:
Highest occupied orbital energy (eV): -5.80
Max |F| (eV/A): 8.67
Energy above the lowest of the compared OMol25 structures with the same formula, charge and spin (kJ/mol): 211.5

The geometry in ORCA input format:
```
! wB97M-V def2-TZVPD RIJCOSX def2/J DEFGRID3
* xyz 0 1
C -3.25 -2.63 -2.53
C 0.36 3.45 4.32
F -7.50 2.14 -0.87
H 0.35 0.51 -3.45
O 3.72 -1.28 3.76
H -3.85 0.52 -2.70
H 1.32 0.53 2.33
C 2.28 -1.44 0.68
H 2.88 -0.58 0.86
H 0.02 -0.43 3.02
Br -4.64 -2.87 -1.23
C 0.99 -0.47 2.57
O -0.43 1.97 -1.56
H -0.17 -3.08 0.62
C 0.89 -1.25 1.27
Br -2.48 -0.88 -2.46
C 4.60 -1.45 2.85
Si 0.88 1.37 -2.36
C 3.70 -2.14 -1.21
O -0.22 3.02 5.43
H 1.92 -1.03 -2.72
H -5.32 2.02 -0.84
C -5.38 1.77 -1.87
H 0.23 -0.69 0.62
Br -1.88 -4.02 -2.34
H -3.07 3.13 -1.35
H 1.72 -2.83 -0.82
C 2.26 -1.87 -0.78
H -3.68 -2.76 -3.51
C 0.21 -2.56 1.56
O 1.78 0.42 -1.32
H 2.36 3.61 5.26
H 2.70 -2.28 1.21
H 0.51 -1.11 -1.73
H -5.93 2.51 -2.39
H 3.81 -2.22 -2.28
H 1.70 2.39 -3.00
H 2.40 3.45 3.51
H 0.31 4.54 4.11
H -2.84 1.53 -0.72
Na 2.71 -5.11 -1.00
H -1.67 1.04 -2.94
O 4.81 -2.53 2.27
H 2.05 2.04 4.51
K -0.82 -4.24 -0.03
C 1.57 -0.92 -1.71
O 5.23 -0.37 2.60
H 1.72 -0.93 3.21
H -3.97 2.11 -3.45
H -5.94 0.86 -1.95
H 0.02 2.99 3.37
C -3.97 1.58 -2.51
C -2.86 2.11 -1.63
H -0.68 -2.37 2.15
H -1.55 2.75 -3.16
H 0.86 -3.29 2.07
C 1.89 3.11 4.42
H 4.36 -1.38 -0.84
Mg 0.58 4.65 -2.12
C -1.59 1.98 -2.41
H 4.01 -3.10 -0.81
*
```

[2]
Below is a structure of composition C15H32Br6ClFGa, with properties calculated with ωB97M-V/def2-TZVPD.

Summary:
Highest occupied orbital energy (eV): -4.76
Max |F| (eV/A): 0.68

The geometry in ORCA input format:
```
! wB97M-V def2-TZVPD RIJCOSX def2/J DEFGRID3
* xyz -1 1
H 6.57 -1.09 0.64
H 2.37 1.47 1.29
C -3.61 -5.01 -0.81
H 3.24 0.31 -1.27
C -2.92 -1.57 1.34
Br -4.19 -3.40 -1.74
H 4.47 -1.45 -0.60
Br 4.32 4.23 -0.81
H 4.25 -1.10 1.09
H -1.28 -1.93 0.01
H -5.63 -5.77 -0.77
H -6.17 1.90 0.28
H 4.96 2.31 -2.23
Br -5.72 -0.33 -0.67
H -8.03 1.49 1.77
C -1.84 -1.08 0.40
H 6.44 4.33 -2.86
H -1.88 2.41 2.21
H 6.44 0.03 -0.70
H 0.91 1.59 -0.68
H 7.25 0.94 1.61
H 5.61 0.67 2.18
C 6.00 -0.23 0.27
F -2.96 -0.85 2.55
H -2.34 -0.63 -0.47
H 3.60 3.19 -2.94
H 4.11 1.43 -0.26
C 4.58 3.30 -2.50
C 4.54 -0.65 0.14
H -6.95 0.10 1.95
H -1.27 2.94 0.63
C -7.59 0.64 1.26
H -7.52 1.39 -0.77
C 3.57 0.48 -0.24
H 5.84 3.36 -4.22
H -3.91 -1.42 0.91
H 1.02 -0.16 -0.88
H -2.84 -4.70 -0.12
H -4.46 -6.70 0.19
Br -9.08 -0.54 0.83
H 5.91 1.87 0.91
H -2.79 -2.62 1.61
H -2.73 1.91 0.74
C 2.31 0.59 0.64
C 0.99 0.64 -0.14
C -4.76 -5.70 -0.13
C -1.75 2.12 1.17
C 5.55 4.00 -3.40
H 2.28 -0.29 1.28
Br -5.33 -4.78 1.48
C -6.85 1.08 0.03
C 6.20 0.90 1.29
Cl 0.11 0.05 3.22
H -3.19 -5.65 -1.58
Br 4.78 5.59 -4.22
Ga -0.63 0.41 1.08
*
```

[3]
Below is a cluster of 3 separate species, C15H32FN2O8P2 in total in a non-equilibrium geometry, with properties calculated with ωB97M-V/def2-TZVPD.

Summary:
Highest occupied orbital energy (eV): -10.84
Max |F| (eV/A): 8.06

The geometry in ORCA input format:
```
! wB97M-V def2-TZVPD RIJCOSX def2/J DEFGRID3
* xyz 1 1
H 6.46 -4.16 -2.43
C -0.63 3.14 2.25
O 5.52 -0.59 -4.67
H 5.85 1.04 -3.43
O -1.92 -2.03 1.11
O -1.26 -4.17 0.17
H -3.82 -2.15 1.87
H -1.01 -2.28 -3.09
H 4.15 0.53 -3.54
P -0.91 -2.72 0.00
C -5.35 5.16 3.51
H -1.25 1.18 2.73
C -1.62 1.98 2.09
H -3.54 -3.15 0.43
C -3.04 2.29 2.49
H -6.74 2.74 3.50
H -0.32 2.68 4.31
H -2.77 -2.26 -2.92
C -3.53 3.54 2.83
H 4.91 1.36 -4.91
C 1.62 -3.38 -0.41
H 6.71 -2.11 -6.54
N -5.22 1.45 2.89
H -5.28 5.56 1.53
H -2.87 -3.64 2.01
H -3.67 0.24 2.25
C 6.96 -2.73 -5.68
H 0.81 3.91 3.66
C -3.10 -2.80 1.36
O 5.79 -2.98 -4.90
H -1.08 4.13 2.29
H -6.43 5.14 3.64
C -1.84 -2.60 -2.47
H -4.07 6.29 2.35
H -1.85 -3.69 -2.39
H 5.81 -3.25 -1.04
H 1.79 -2.97 0.58
O 6.51 -1.60 -2.81
N -5.06 6.06 2.38
H -2.89 4.40 2.83
F 0.17 3.14 1.11
P 5.38 -1.96 -3.74
H -5.85 0.65 2.89
H -4.84 5.51 4.40
H -1.56 1.64 1.06
O -1.76 -2.00 -1.17
C -4.87 3.74 3.18
H 2.45 -3.09 -1.06
H 7.32 -3.69 -6.04
H 5.00 -4.73 -1.59
C 5.56 -3.84 -1.91
C 5.08 0.65 -4.10
H 7.73 -2.25 -5.09
C -5.70 2.65 3.22
C 0.29 2.98 3.45
O 0.40 -2.86 -0.99
O 4.70 -3.12 -2.79
C -3.95 1.25 2.52
H 1.57 -4.47 -0.36
H 1.03 2.22 3.22
*
```

[4]
Below is a structure of composition C15H32N2O15S3 in a non-equilibrium geometry, with properties calculated with ωB97M-V/def2-TZVPD.

Summary:
Highest occupied orbital energy (eV): -9.88
Max |F| (eV/A): 2.13

The geometry in ORCA input format:
```
! wB97M-V def2-TZVPD RIJCOSX def2/J DEFGRID3
* xyz 0 1
C -20.66 -9.71 5.41
O -20.34 -8.72 6.36
H -16.83 -7.66 7.90
H -13.04 -5.84 14.79
H -15.81 -5.72 8.15
C -14.46 -8.58 9.99
C -18.41 -6.45 13.58
S -13.74 -10.74 8.97
H -19.79 -7.81 14.64
O -14.00 -12.07 9.39
C -17.18 -4.92 9.59
H -21.57 -7.09 6.23
S -16.96 -6.16 15.64
O -15.67 -6.68 15.99
H -18.24 -7.20 12.80
N -13.56 -6.22 14.01
H -16.29 -4.34 9.85
H -14.17 -7.01 14.12
H -20.57 -9.38 4.37
H -19.04 -7.18 9.69
O -12.68 -10.04 9.99
C -22.66 -8.92 6.62
H -13.71 -9.71 11.71
H -21.38 -7.74 7.86
H -17.16 -4.85 7.45
O -13.79 -4.18 8.50
H -18.03 -4.24 9.72
H -22.71 -9.90 4.73
S -13.30 -4.85 7.08
H -12.85 -3.04 9.95
C -17.56 -6.92 8.25
C -13.32 -9.13 10.86
H -23.48 -8.41 6.13
H -12.39 -4.74 9.91
O -14.25 -4.60 6.04
C -21.47 -8.02 6.81
O -17.45 -4.97 16.26
H -15.06 -4.74 11.61
H -15.01 -6.44 11.89
H -11.23 -2.52 8.29
H -18.45 -6.97 7.63
C -17.95 -7.13 9.74
C -16.88 -5.56 8.23
N -14.69 -5.52 12.12
C -22.15 -10.03 5.65
O -14.97 -9.77 9.42
C -11.50 -3.57 8.31
O -17.31 -6.07 10.43
C -12.67 -3.89 9.29
O -12.01 -3.88 7.02
H -22.30 -11.04 6.04
H -20.05 -10.59 5.58
H -14.12 -7.93 9.18
H -15.21 -8.08 10.60
H -10.63 -4.19 8.51
O -12.86 -6.19 7.35
C -19.11 -6.97 14.83
C -13.97 -5.19 13.22
O -17.13 -6.00 14.03
O -18.10 -7.33 15.71
H -18.97 -5.63 13.13
H -17.60 -8.08 10.15
O -13.56 -4.03 13.38
H -23.01 -9.29 7.59
H -19.81 -6.20 15.18
H -12.64 -8.42 11.33
O -13.33 -10.43 7.65
*
```

[5]
Below is a structure of composition C15H32NO3P2Sn in a non-equilibrium geometry, with properties calculated with ωB97M-V/def2-TZVPD.

Summary:
Highest occupied orbital energy (eV): -18.78
Max |F| (eV/A): 3.73
Energy above the lowest of the compared OMol25 structures with the same formula, charge and spin (kJ/mol): 38.9

The geometry in ORCA input format:
```
! wB97M-V def2-TZVPD RIJCOSX def2/J DEFGRID3
* xyz 3 1
C -2.44 -0.79 -1.79
C -2.32 1.99 -2.06
O -1.00 5.20 -0.96
H 3.06 -2.28 -1.70
C 3.78 -0.25 0.59
O -0.32 -0.35 1.96
C 1.04 -2.53 -3.47
H 0.06 -2.24 3.76
H -2.23 3.00 -1.63
H 4.52 -1.04 0.38
H 1.16 -3.04 0.54
H -3.00 -1.52 -1.18
C 2.39 -1.40 -1.69
C -0.97 1.07 3.84
H 3.77 -0.03 1.66
H -0.49 -1.28 5.16
N -0.01 -1.13 -1.83
H -1.58 1.89 -2.87
P -2.05 0.69 -0.80
H 2.41 3.74 -3.60
H 1.97 -2.93 -3.84
H -2.33 -2.36 -3.92
C -3.53 0.82 0.24
C 2.03 -2.47 0.91
H -1.40 6.08 -0.78
C -0.57 -1.40 4.07
H 2.95 -3.02 0.70
O 2.01 3.28 -2.82
H -3.33 1.82 -2.46
H -1.10 4.74 -0.09
H 4.04 0.67 0.05
H 1.61 4.03 -2.33
H -4.39 0.86 -0.45
H -0.92 1.12 4.94
H 2.00 -0.59 3.38
P 2.17 -0.86 0.05
H 2.91 -0.58 -2.23
H -1.61 -1.65 3.81
H -2.03 0.97 3.57
C -1.20 -1.41 -2.38
C -1.33 -2.23 -3.51
C 1.08 -1.72 -2.34
Sn 0.27 0.89 0.40
H -3.49 1.74 0.85
H 1.43 0.28 4.81
H -3.12 -0.48 -2.60
H 1.63 1.16 3.29
C 1.32 0.20 3.71
C -0.13 -0.12 3.35
C -0.19 -2.78 -4.08
H -0.59 2.02 3.46
H -0.26 -3.36 -4.98
H -3.61 -0.05 0.90
H 1.91 -2.34 2.00
*
```

[6]
Below is a structure of composition C15H33AlF4N2O6P2 in a non-equilibrium geometry, with properties calculated with ωB97M-V/def2-TZVPD.

Summary:
Highest occupied orbital energy (eV): -9.35
Max |F| (eV/A): 1.99

The geometry in ORCA input format:
```
! wB97M-V def2-TZVPD RIJCOSX def2/J DEFGRID3
* xyz 0 1
N 1.04 -0.81 0.42
H 3.19 -2.24 -0.35
Al 1.81 4.95 2.08
H -2.69 -0.32 -2.82
C 0.80 0.42 -0.45
H -3.01 1.69 -0.77
H -2.56 3.29 -1.24
C 0.18 -2.13 2.43
H -1.61 -0.08 2.47
H 3.61 0.64 -0.43
F 0.84 5.61 0.88
H -0.90 -1.60 0.69
H 1.25 1.30 -0.01
P 2.68 -0.87 1.33
H -1.92 -2.73 2.50
H -1.07 -1.92 -2.33
C -0.99 1.84 -1.51
H 0.04 2.90 0.80
C -2.46 2.25 -1.52
H 1.00 -3.52 -0.27
C 0.79 -3.46 1.92
H 0.50 -5.00 0.47
C -0.74 0.16 1.87
C 1.47 0.20 -1.81
N -1.16 1.12 0.84
H -1.27 -0.13 -0.81
H -0.78 2.59 2.29
O 0.07 -0.43 -4.12
H -0.35 2.71 -1.35
H -3.91 -0.43 -4.09
C 3.63 0.48 0.64
C 0.38 -3.92 0.52
H -0.77 1.49 -2.52
H 3.32 1.40 1.12
H 0.46 -4.22 2.61
H 0.84 -1.70 3.17
O -5.24 1.68 -2.75
H -0.67 -3.73 0.31
H 1.53 1.13 -2.36
H -4.35 -0.80 -2.40
C -0.70 0.74 -0.50
P 0.74 -1.02 -2.94
F 3.28 5.73 2.20
H -0.94 -3.25 3.89
H -1.45 -1.60 3.78
C -4.10 1.26 -2.85
O -3.01 2.10 -2.83
H -0.02 0.60 2.56
C -1.13 -2.45 3.19
F 2.08 3.31 1.62
H 1.04 -1.59 -0.24
H 2.58 -1.52 -3.83
C -0.89 2.51 1.22
C -3.74 -0.18 -3.05
H 4.66 0.29 0.93
O 3.33 -2.18 0.60
H -1.71 3.17 0.95
C -0.15 -1.13 1.33
F 0.99 4.93 3.53
O 1.95 -2.00 -3.29
O -0.15 -2.00 -2.07
H 1.87 -3.43 2.01
H 2.49 -0.13 -1.66
*
```